{
  "formula": "C61H101N14O",
  "method": "the ωB97M-V functional and the def2-TZVPD basis",
  "symbols": ["C", "C", "C", "C", "C", "C", "N", "O", "C", "C", "C", "H", "H", "H", "H", "H", "H", "H", "H", "H", "H", "H", "H", "H", "H", "H", "H", "H", "H", "C", "C", "C", "C", "N", "H", "H", "H", "H", "H", "H", "H", "C", "C", "C", "C", "N", "H", "H", "H", "H", "H", "H", "H", "C", "C", "C", "C", "N", "H", "H", "H", "H", "H", "H", "H", "C", "C", "C", "C", "N", "H", "H", "H", "H", "H", "H", "H", "C", "C", "C", "C", "N", "H", "H", "H", "H", "H", "H", "H", "C", "C", "C", "C", "N", "H", "H", "H", "H", "H", "H", "H", "C", "C", "C", "C", "N", "H", "H", "H", "H", "H", "H", "H", "C", "C", "C", "C", "N", "H", "H", "H", "H", "H", "H", "H", "C", "C", "C", "C", "N", "H", "H", "H", "H", "H", "H", "H", "N", "C", "C", "C", "C", "H", "H", "H", "H", "H", "N", "C", "C", "C", "C", "H", "H", "H", "H", "H", "N", "C", "C", "C", "C", "H", "H", "H", "H", "H", "N", "C", "C", "C", "C", "H", "H", "H", "H", "H"],
  "xyz": [[2.927, 0.264, -1.245], [1.482, -0.011, -0.937], [1.406, -1.483, -0.544], [0.039, -1.922, -0.100], [-0.333, -1.058, 1.094], [-0.136, 0.426, 0.896], [1.031, 0.803, 0.128], [1.156, 2.120, -0.039], [0.044, 0.983, 2.273], [-1.463, 0.968, 0.360], [0.702, 0.173, -2.255], [3.257, -0.322, -2.120], [3.582, -0.126, -0.449], [3.110, 1.323, -1.418], [2.213, -1.769, 0.146], [1.616, -2.044, -1.483], [-0.071, -2.997, 0.095], [-0.691, -1.720, -0.899], [0.180, -1.467, 1.983], [-1.383, -1.267, 1.365], [0.941, 0.666, 2.800], [-0.830, 0.719, 2.914], [-0.082, 2.066, 2.230], [-2.276, 0.705, 1.049], [-1.659, 0.630, -0.670], [-1.413, 2.057, 0.213], [-0.283, -0.297, -2.289], [1.265, -0.090, -3.175], [0.573, 1.245, -2.484], [0.431, 3.791, 4.441], [-0.966, 4.427, 4.502], [-1.961, 4.031, 3.413], [-1.653, 4.569, 2.110], [-1.381, 4.999, 1.108], [1.052, 4.257, 3.674], [0.471, 2.711, 4.319], [0.926, 3.922, 5.414], [-0.849, 5.514, 4.548], [-1.422, 4.154, 5.461], [-2.933, 4.446, 3.696], [-2.036, 2.945, 3.434], [0.892, 1.227, -6.922], [2.394, 1.523, -6.980], [3.088, 1.110, -5.683], [2.685, 1.940, -4.540], [2.373, 2.586, -3.648], [0.308, 1.680, -7.720], [0.435, 1.528, -5.965], [0.698, 0.139, -6.897], [2.519, 2.599, -7.130], [2.822, 1.002, -7.837], [4.176, 1.248, -5.750], [2.921, 0.049, -5.477], [-2.475, 3.058, -5.866], [-2.761, 1.733, -5.163], [-3.069, 1.879, -3.661], [-2.071, 2.623, -2.900], [-1.281, 3.156, -2.297], [-1.538, 3.489, -5.520], [-3.268, 3.783, -5.663], [-2.443, 2.890, -6.945], [-1.920, 1.055, -5.356], [-3.624, 1.236, -5.621], [-3.211, 0.875, -3.244], [-4.032, 2.387, -3.542], [-4.473, 2.836, 0.754], [-5.220, 1.622, 0.205], [-6.612, 2.014, -0.314], [-6.528, 2.395, -1.718], [-6.455, 2.723, -2.806], [-5.056, 3.270, 1.570], [-4.405, 3.597, -0.031], [-3.459, 2.580, 1.041], [-5.303, 0.849, 0.962], [-4.628, 1.263, -0.641], [-7.013, 2.794, 0.331], [-7.293, 1.162, -0.235], [-5.701, -1.758, -1.421], [-4.424, -2.546, -1.466], [-3.511, -2.341, -0.245], [-4.251, -2.369, 1.012], [-4.798, -2.241, 2.029], [-5.575, -0.709, -1.130], [-6.411, -2.187, -0.714], [-6.154, -1.714, -2.416], [-3.859, -2.333, -2.372], [-4.722, -3.596, -1.502], [-3.015, -1.369, -0.263], [-2.799, -3.166, -0.243], [6.393, 2.462, -3.475], [6.431, 1.593, -2.256], [6.058, 2.322, -0.944], [4.976, 3.284, -1.121], [4.096, 3.992, -1.312], [6.861, 1.965, -4.329], [6.949, 3.406, -3.345], [5.388, 2.812, -3.710], [7.383, 1.077, -2.126], [5.690, 0.789, -2.387], [6.948, 2.800, -0.519], [5.732, 1.624, -0.162], [-4.187, 1.964, 3.530], [-4.973, 0.679, 3.852], [-6.075, 0.423, 2.843], [-7.003, 1.515, 2.624], [-7.704, 2.374, 2.440], [-3.799, 1.851, 2.502], [-3.307, 2.088, 4.154], [-4.806, 2.861, 3.552], [-5.413, 0.728, 4.862], [-4.271, -0.148, 3.950], [-6.642, -0.470, 3.123], [-5.642, 0.157, 1.874], [2.528, -3.702, 1.285], [1.962, -5.012, 1.832], [0.794, -5.598, 1.025], [-0.513, -5.137, 1.487], [-1.528, -4.773, 1.776], [2.619, -3.682, 0.198], [3.535, -3.591, 1.695], [1.929, -2.832, 1.564], [1.632, -4.919, 2.865], [2.738, -5.781, 1.811], [0.776, -6.688, 1.040], [0.871, -5.276, -0.017], [-1.403, -2.998, 5.408], [-0.007, -2.392, 5.297], [0.407, -1.527, 6.510], [-0.544, -0.449, 6.838], [-1.272, 0.370, 7.095], [-2.173, -2.260, 5.186], [-1.596, -3.495, 6.357], [-1.519, -3.746, 4.615], [0.096, -1.878, 4.338], [0.757, -3.182, 5.230], [1.370, -1.044, 6.295], [0.522, -2.129, 7.416], [3.435, 1.495, 1.753], [4.235, 2.550, 2.107], [5.434, 2.043, 2.575], [5.321, 0.622, 2.557], [4.049, 0.340, 2.087], [2.544, 1.539, 1.196], [3.914, 3.568, 1.990], [6.263, 2.640, 2.927], [6.005, -0.148, 2.871], [3.506, -0.574, 1.898], [3.888, 1.218, 5.409], [2.703, 1.299, 6.068], [2.964, 1.167, 7.391], [4.363, 1.016, 7.528], [4.890, 1.001, 6.281], [4.054, 1.090, 4.409], [1.766, 1.292, 5.539], [2.254, 1.089, 8.199], [4.916, 0.879, 8.439], [5.870, 0.766, 5.907], [0.698, -5.317, -2.981], [1.291, -4.181, -2.468], [2.658, -4.378, -2.458], [2.914, -5.653, -3.073], [1.686, -6.220, -3.356], [-0.271, -5.468, -3.153], [0.667, -3.341, -2.205], [3.385, -3.627, -2.200], [3.882, -6.096, -3.231], [1.428, -7.167, -3.796], [0.541, -3.827, -6.083], [0.688, -2.808, -5.224], [0.120, -1.708, -5.787], [-0.495, -2.135, -6.995], [-0.178, -3.435, -7.172], [1.027, -4.689, -5.989], [1.321, -2.832, -4.352], [0.097, -0.720, -5.361], [-1.093, -1.517, -7.648], [-0.346, -4.114, -7.984]],
  "atomic_forces_ev_per_a": [[1.4, -0.3, -0.1], [-0.6, -1.0, -1.2], [0.5, -0.9, -1.5], [-0.5, 0.6, 0.2], [-0.4, -2.0, 0.4], [-0.3, -0.3, 0.0], [0.4, -2.4, 1.8], [0.4, 2.1, -0.1], [-1.7, 1.2, 1.4], [-0.1, 1.0, -0.9], [-0.1, 1.3, -1.3], [-0.3, 0.3, -0.1], [-0.2, 0.4, 0.0], [-0.1, 0.0, 0.1], [-0.5, 0.7, -0.2], [0.4, 0.5, 0.6], [0.3, 0.2, 0.2], [0.2, 0.0, 0.0], [0.4, 0.4, -0.2], [0.1, 0.3, -0.1], [0.3, 0.1, -0.2], [0.3, -0.4, -0.2], [0.8, 0.1, -0.1], [0.0, 0.0, -0.2], [-0.1, -0.4, 0.3], [0.2, -0.1, 0.3], [0.0, -0.1, 0.1], [-0.1, -0.7, 0.5], [-0.2, -0.2, 0.8], [0.2, 0.3, 0.5], [0.4, -0.1, 0.6], [0.0, 0.3, 0.9], [-0.3, -1.5, 2.5], [0.7, 1.5, -3.0], [0.0, -0.2, -0.1], [-0.5, 0.0, -0.4], [0.0, 0.3, -0.2], [0.0, -0.1, -0.2], [0.0, -0.1, -0.1], [0.0, -0.2, 0.0], [0.2, 0.3, -0.6], [-0.4, -0.8, 0.7], [-0.8, 0.4, 0.0], [0.7, 0.2, 0.0], [-0.1, -0.6, -0.5], [-0.1, 0.4, 0.2], [0.1, 0.1, -0.1], [0.3, 0.5, -0.2], [0.4, 0.7, -0.7], [0.2, -0.1, 0.0], [0.2, 0.0, 0.1], [-0.1, -0.1, -0.2], [-0.1, 0.1, 0.2], [-0.4, -0.2, 0.1], [0.1, 0.0, -0.2], [-0.4, -0.2, -0.4], [-1.7, -1.6, -1.4], [1.8, 1.5, 1.3], [0.1, 0.0, -0.1], [0.0, 0.0, 0.0], [0.2, 0.1, 0.0], [0.0, 0.0, 0.4], [0.0, 0.2, 0.1], [0.2, 0.2, 0.2], [0.1, 0.0, -0.1], [-0.7, 0.5, -0.9], [0.8, 0.7, -0.8], [0.2, -0.6, 0.1], [-0.4, 0.1, 1.3], [0.1, 0.3, -1.4], [0.4, 0.1, -0.1], [0.1, 0.0, 0.0], [-0.1, 0.3, -0.1], [0.6, 0.8, -1.6], [0.0, -0.3, 0.1], [-0.1, 0.2, -0.5], [-0.1, 0.1, -0.1], [-0.6, 0.9, -0.3], [0.0, -0.3, 0.3], [-0.4, -0.4, -0.4], [-0.6, 0.4, 1.6], [0.6, -0.4, -1.4], [0.3, -0.2, 0.0], [-0.1, -0.1, 0.0], [-0.1, -0.2, 0.1], [0.1, 0.0, 0.0], [0.3, -0.1, -0.1], [0.2, -0.1, -0.2], [0.4, 0.3, 0.3], [0.6, 1.1, -0.5], [-0.9, -0.7, 0.7], [0.4, -0.4, 0.2], [0.2, -0.2, 0.0], [-0.1, 0.4, 0.0], [-0.3, 0.0, -0.1], [0.1, -0.3, 0.1], [-0.1, -0.3, -0.1], [0.1, 0.2, 0.0], [0.1, 0.1, 0.0], [-0.2, 0.3, -0.1], [0.0, -0.1, -0.2], [0.1, -1.3, -0.3], [0.2, 1.1, 1.2], [-0.2, -1.6, 0.3], [2.0, -2.2, 0.9], [-2.1, 2.5, -0.4], [-0.1, 0.0, 1.1], [-0.5, -0.3, 0.5], [0.0, -0.1, 0.2], [0.0, 0.2, -0.3], [-0.2, -0.3, -0.6], [-0.1, 0.1, 0.1], [-0.5, -0.7, 1.4], [0.1, -0.3, 0.6], [0.1, -0.5, -0.3], [-0.2, 0.3, -0.2], [4.0, -1.4, -1.4], [-4.2, 1.5, 1.3], [-0.1, -0.4, 0.1], [-0.1, 0.3, 0.0], [0.1, -0.4, 0.2], [0.2, 0.1, 0.2], [0.1, 0.1, 0.1], [0.1, 0.0, 0.0], [0.1, -0.2, -0.1], [0.1, -0.2, -0.9], [0.3, -0.5, 0.4], [0.0, 0.4, -0.5], [2.1, -2.5, -0.9], [-2.0, 2.3, 0.7], [0.0, 0.1, 0.4], [0.0, 0.1, 0.2], [0.0, 0.0, 0.1], [-0.1, 0.4, 0.2], [-0.3, 0.0, 0.2], [-0.1, -0.1, 0.2], [0.0, -0.1, -0.2], [-0.5, 0.7, 0.2], [0.2, -0.6, -0.4], [-0.2, 0.1, 0.2], [-0.6, -0.2, 0.1], [0.1, -0.1, -0.5], [0.2, 0.5, 0.2], [-0.1, 0.1, -0.2], [0.0, -0.1, 0.0], [0.3, 0.2, 0.1], [0.3, -0.2, 0.1], [0.0, -0.4, -1.4], [-0.4, -0.3, -0.7], [-0.1, -0.1, 1.1], [0.1, -0.3, 1.0], [0.6, 0.0, -0.3], [-0.4, 0.3, 0.3], [0.0, 0.3, -0.1], [-0.1, 0.3, -0.1], [0.0, 0.0, 0.2], [0.2, 0.3, 0.1], [1.5, -0.3, -0.1], [-0.2, -0.9, 0.0], [-0.6, -0.1, -0.8], [-0.8, 0.3, 0.5], [0.1, 0.8, 0.2], [-0.4, 0.2, 0.0], [0.1, -0.2, 0.1], [0.1, 0.0, 0.2], [0.0, -0.1, 0.0], [0.0, -0.1, 0.0], [0.1, -1.0, -0.2], [1.0, 1.3, 0.5], [-0.9, 0.1, 0.3], [-0.2, 1.2, -0.2], [0.1, -0.7, -0.2], [0.1, -0.5, 0.1], [-0.1, -0.3, -0.1], [-0.1, -0.2, 0.2], [0.1, -0.1, -0.1], [-0.2, -0.1, -0.1]],
  "lowdin_charge": [-0.054, -0.522, -0.167, -0.189, -0.142, -0.516, -0.269, -0.230, -0.060, -0.037, -0.042, 0.080, 0.068, 0.055, 0.075, 0.083, 0.080, 0.093, 0.099, 0.102, 0.077, 0.090, 0.063, 0.069, 0.070, 0.064, 0.060, 0.057, 0.047, -0.099, -0.236, -0.215, -0.250, 0.189, 0.083, 0.035, 0.071, 0.110, 0.106, 0.118, 0.068, -0.108, -0.239, -0.184, -0.231, 0.216, 0.074, 0.067, 0.029, 0.110, 0.105, 0.110, 0.113, -0.111, -0.255, -0.189, -0.238, 0.211, 0.071, 0.077, 0.066, 0.086, 0.106, 0.106, 0.081, -0.103, -0.258, -0.189, -0.225, 0.149, 0.068, 0.097, 0.030, 0.033, 0.098, 0.087, 0.118, -0.111, -0.248, -0.179, -0.204, 0.179, 0.053, 0.078, 0.080, 0.108, 0.110, 0.096, 0.099, -0.129, -0.255, -0.181, -0.264, 0.186, 0.068, 0.082, 0.054, 0.104, 0.097, 0.117, 0.093, -0.110, -0.209, -0.217, -0.233, 0.183, 0.039, 0.060, 0.082, 0.114, 0.096, 0.120, 0.049, -0.092, -0.223, -0.172, -0.247, 0.173, 0.052, 0.084, 0.053, 0.102, 0.104, 0.117, 0.093, -0.102, -0.248, -0.176, -0.254, 0.145, 0.068, 0.073, 0.055, 0.091, 0.103, 0.095, 0.120, 0.053, -0.129, -0.144, -0.149, -0.180, 0.111, 0.113, 0.088, 0.081, 0.098, 0.040, -0.153, -0.126, -0.125, -0.155, 0.098, 0.092, 0.091, 0.082, 0.108, 0.022, -0.185, -0.102, -0.093, -0.141, 0.139, 0.094, 0.099, 0.086, 0.097, 0.015, -0.140, -0.120, -0.111, -0.142, 0.132, 0.094, 0.068, 0.098, 0.103],
  "total_charge": -1,
  "homo_energy_ha": -0.0850,
  "gap_ev": 3.963,
  "energy_ev": -87798.9707,
  "spin_multiplicity": 1
}